ORCA calculation (ωB97M-V/def2-TZVPD) on a structure of composition C10H32BN3P2Zn in a non-equilibrium geometry.

* E_HOMO (spin up / spin down): -7.266 / -7.720 eV
* DFT total energy: -3050.89902 hartree
* 2S+1: 2
* charge: +1
* energy relative to the best compared isomer or geometry (same formula, charge and spin): 254.1 kJ/mol
* HOMO-LUMO gap (spin up / spin down): 4.676 / 5.090 eV
* LUMO energy (spin up / spin down): -0.095 / -0.097 hartree
* molar mass: 332.54 g/mol

```
49
Properties=species:S:1:pos:R:3:forces:R:3
Zn -0.034396 -0.321582 -0.007802 0.53 -1.28 0.70
H -4.900527 0.831168 2.550844 -0.12 -0.13 0.18
H 0.037768 1.500201 -0.627870 0.40 0.88 -0.29
P 0.665001 0.653241 2.402440 -1.99 -0.52 -1.75
P -1.757322 -0.843743 -1.366905 -0.91 0.10 -0.76
C -2.972376 -2.096935 -0.803722 -0.02 -0.15 0.28
H -3.644043 -2.382783 -1.634066 0.31 0.23 0.31
H -2.448936 -2.997567 -0.442755 -0.15 0.38 -0.14
H -3.573915 -1.698665 0.029771 0.24 -0.10 -0.32
C -2.834320 0.473292 -2.031550 -0.43 -0.11 -0.24
H -2.274512 1.144765 -2.695813 -0.09 -0.18 0.22
H -3.656672 0.019236 -2.604700 0.21 0.12 0.07
H -3.259255 1.073050 -1.217597 0.19 -0.20 -0.20
C -1.068629 -1.632037 -2.871443 0.20 -0.04 -0.04
H -0.501034 -2.535619 -2.605885 -0.24 0.23 -0.05
H -1.878542 -1.903097 -3.565444 0.24 0.08 0.25
H -0.378196 -0.940218 -3.370985 -0.19 -0.13 0.08
C -0.286694 1.866023 3.334920 0.18 0.45 0.57
H 0.315754 2.190145 4.195595 -0.23 0.13 -0.14
H -0.548002 2.725713 2.707684 0.16 -0.19 0.09
H -1.223957 1.422258 3.693159 0.33 -0.02 -0.11
C 1.152819 -0.695789 3.489963 0.13 -0.45 -0.01
H 1.830468 -1.382603 2.965231 -0.10 0.28 0.19
H 1.661482 -0.267151 4.365383 -0.11 -0.13 -0.24
H 0.282309 -1.278283 3.813913 0.13 0.28 -0.07
C 2.212983 1.454645 1.968574 1.29 0.72 0.42
H 2.102173 2.392267 1.419198 -0.35 -0.11 0.09
H 2.733821 1.701263 2.907221 0.03 0.06 -0.01
H 2.893925 0.825420 1.395186 -0.30 -0.24 0.02
H 0.705627 3.073586 -0.597290 -0.38 -0.43 0.09
H -0.156675 2.617242 -1.896515 -0.11 -0.20 0.18
H -2.344182 3.038167 -0.956844 -0.07 0.17 0.26
H -1.233554 3.515142 0.857439 -0.21 0.06 -0.03
B -1.403923 3.073086 -0.232992 -0.65 0.49 0.31
N -0.131534 2.542348 -0.876170 0.99 0.29 -0.70
H -4.559234 1.187102 2.005205 0.13 0.13 -0.19
H -0.489707 0.028522 1.664678 -0.37 0.09 2.10
C 1.682784 -3.086897 -0.665988 -0.01 -0.52 0.01
C 2.235735 -1.783717 -1.091722 -0.62 1.25 0.19
N 1.720359 -0.559122 -0.893659 1.40 -0.64 -1.16
C 2.621624 0.368371 -1.446940 -0.21 -1.46 0.18
C 3.662490 -0.329956 -1.971730 0.09 0.16 -0.01
N 3.396578 -1.668582 -1.737195 1.06 -0.20 -0.53
H 1.410737 -3.694715 -1.541774 0.06 0.11 0.27
H 2.443972 -3.631382 -0.090070 -0.17 0.02 -0.14
H 0.798473 -2.960413 -0.029593 0.16 0.16 -0.14
H 2.457327 1.430492 -1.412555 -0.01 -0.03 -0.02
H 4.552908 0.012442 -2.476422 -0.08 -0.15 0.05
H 3.983021 -2.468330 -2.002411 -0.36 0.75 0.17
```
Positions in Å, forces in eV/Å.